The following is a quantum chemistry calculation of 12 unconnected molecules or ions with the total composition C51H108N15O12P3, from OMol25.

Geometry as XYZ:
```
189
Properties=species:S:1:pos:R:3:lowdin_charge:R:1
C -7.109 3.359 -3.188 -0.10
N -6.698 3.849 -1.861 -0.29
C -6.975 2.926 -0.781 -0.11
P -5.759 5.231 -1.713 0.54
O -5.753 5.926 -0.401 -0.29
N -4.180 4.742 -2.113 -0.29
C -3.181 4.453 -1.103 -0.12
C -3.838 4.222 -3.422 -0.14
N -6.257 6.146 -3.018 -0.31
C -5.301 7.091 -3.602 -0.11
C -7.648 6.576 -3.123 -0.10
H -7.335 2.294 -3.168 0.08
H -6.330 3.516 -3.929 0.06
H -8.014 3.886 -3.496 0.07
H -8.034 2.906 -0.497 0.09
H -6.432 3.143 0.139 0.09
H -6.726 1.910 -1.090 0.04
H -3.479 4.835 -0.127 0.08
H -3.084 3.366 -0.992 0.06
H -2.222 4.918 -1.340 0.08
H -4.063 3.149 -3.508 0.07
H -4.304 4.704 -4.278 0.06
H -2.759 4.280 -3.595 0.08
H -4.664 6.567 -4.310 0.06
H -5.732 7.925 -4.161 0.08
H -4.720 7.638 -2.854 0.09
H -7.822 6.828 -4.168 0.09
H -7.770 7.473 -2.503 0.09
H -8.307 5.808 -2.722 0.07
C -4.112 -1.648 2.026 -0.09
N -4.783 -2.338 0.916 -0.29
C -4.318 -3.689 0.594 -0.10
P -5.811 -1.490 -0.101 0.53
O -6.520 -0.354 0.500 -0.26
N -4.748 -1.035 -1.364 -0.28
C -4.208 0.328 -1.433 -0.11
C -4.410 -1.902 -2.482 -0.13
N -6.838 -2.608 -0.799 -0.30
C -7.710 -3.388 0.072 -0.12
C -7.469 -2.307 -2.094 -0.10
H -3.883 -0.629 1.713 0.07
H -3.162 -2.143 2.231 0.06
H -4.675 -1.657 2.958 0.09
H -5.078 -4.449 0.790 0.08
H -3.477 -3.982 1.224 0.06
H -4.002 -3.726 -0.448 0.05
H -3.263 0.264 -1.974 0.06
H -4.897 1.008 -1.942 0.07
H -4.018 0.727 -0.437 0.07
H -4.602 -2.958 -2.301 0.06
H -5.051 -1.611 -3.323 0.08
H -3.352 -1.808 -2.740 0.07
H -7.209 -3.628 1.008 0.07
H -8.664 -2.886 0.263 0.09
H -7.995 -4.312 -0.440 0.08
H -7.341 -1.238 -2.289 0.08
H -8.551 -2.427 -2.050 0.08
H -7.027 -2.919 -2.878 0.08
C 2.249 -0.030 2.779 -0.07
N 1.468 -0.645 1.684 -0.28
C 1.346 -2.078 1.871 -0.10
P 1.478 -0.066 0.110 0.58
O 2.701 -0.198 -0.719 -0.27
N 0.092 -0.714 -0.577 -0.28
C 0.225 -1.684 -1.649 -0.11
C -1.196 -0.650 0.109 -0.10
N 1.121 1.583 0.357 -0.28
C -0.132 2.178 0.839 -0.09
C 2.159 2.562 0.013 -0.10
H 2.102 -0.608 3.685 0.06
H 1.784 0.939 2.968 0.05
H 3.289 0.073 2.467 0.08
H 1.148 -2.390 2.891 0.08
H 2.277 -2.515 1.462 0.08
H 0.635 -2.581 1.204 0.06
H 0.928 -1.366 -2.422 0.08
H 0.540 -2.667 -1.294 0.04
H -0.737 -1.746 -2.163 0.08
H -1.013 -0.663 1.183 0.07
H -1.718 0.208 -0.311 0.06
H -1.794 -1.544 -0.091 0.08
H -0.888 2.335 0.063 0.06
H -0.579 1.442 1.511 0.06
H 0.130 3.090 1.368 0.08
H 3.087 2.051 0.298 0.05
H 2.277 3.416 0.682 0.08
H 2.108 2.746 -1.059 0.05
O 8.853 2.530 1.661 0.16
C 8.241 1.638 2.158 -0.59
O 7.089 1.188 1.724 0.06
C 6.487 0.349 2.687 -0.11
C 7.697 -0.104 3.507 -0.11
O 8.617 0.980 3.300 0.06
H 5.841 0.977 3.311 0.13
H 5.830 -0.401 2.253 0.13
H 8.111 -1.048 3.149 0.13
H 7.443 -0.145 4.563 0.12
O 2.830 -1.643 5.798 0.16
C 3.829 -2.246 5.583 -0.58
O 4.284 -3.272 6.308 0.08
C 5.366 -3.939 5.660 -0.09
C 5.750 -2.884 4.612 -0.11
O 4.586 -2.065 4.479 0.04
H 6.163 -4.094 6.382 0.13
H 5.042 -4.882 5.220 0.13
H 5.959 -3.281 3.623 0.14
H 6.535 -2.266 5.051 0.12
O -1.372 2.417 7.960 0.16
C -0.681 2.289 7.002 -0.58
O -0.610 3.121 5.960 0.06
C 0.386 2.718 5.013 -0.11
C 0.720 1.299 5.493 -0.14
O 0.148 1.239 6.783 0.06
H -0.105 2.804 4.046 0.12
H 1.206 3.426 5.117 0.11
H 1.799 1.174 5.520 0.12
H 0.199 0.561 4.879 0.13
C -1.739 -6.019 1.952 -0.10
C -0.602 -4.990 2.136 -0.25
C -0.211 -4.931 3.631 -0.16
C -1.409 -4.723 4.461 -0.24
N -2.342 -4.563 5.108 0.15
H -2.037 -5.992 0.898 0.04
H -2.638 -6.000 2.558 0.07
H -1.266 -7.005 1.983 0.09
H -0.865 -4.058 1.632 0.07
H 0.258 -5.336 1.559 0.08
H 0.529 -4.188 3.920 0.09
H 0.168 -5.933 3.837 0.12
C 5.449 3.779 0.297 -0.10
C 5.076 4.988 1.192 -0.22
C 5.361 4.696 2.685 -0.17
C 4.316 3.832 3.239 -0.20
N 3.524 3.116 3.664 0.18
H 5.191 2.856 0.826 0.05
H 6.533 3.721 0.205 0.08
H 4.926 3.786 -0.656 0.07
H 4.069 5.369 1.039 0.11
H 5.819 5.732 0.902 0.11
H 5.507 5.608 3.260 0.12
H 6.325 4.180 2.694 0.11
C 5.433 1.105 -2.067 -0.10
C 6.146 2.073 -3.006 -0.24
C 6.956 1.459 -4.131 -0.19
C 6.247 0.385 -4.828 -0.23
N 5.667 -0.438 -5.377 0.16
H 5.090 0.250 -2.654 0.03
H 4.646 1.458 -1.404 0.05
H 6.141 0.655 -1.359 0.08
H 6.709 2.859 -2.502 0.11
H 5.355 2.640 -3.512 0.09
H 7.920 1.055 -3.802 0.12
H 7.280 2.221 -4.842 0.12
C -0.219 2.227 -3.015 -0.11
C 0.672 1.614 -4.103 -0.22
C 2.183 1.771 -3.743 -0.18
C 2.519 3.174 -3.529 -0.27
N 2.829 4.267 -3.373 0.16
H -1.260 1.910 -3.146 0.06
H -0.239 3.312 -2.952 0.08
H 0.066 1.661 -2.125 0.05
H 0.474 2.076 -5.068 0.11
H 0.497 0.539 -4.087 0.10
H 2.706 1.445 -4.646 0.12
H 2.491 1.137 -2.911 0.09
C 3.041 -3.718 -1.027 -0.10
C 4.272 -2.791 -0.737 -0.25
C 4.870 -2.167 -1.973 -0.21
C 5.509 -3.200 -2.798 -0.23
N 6.017 -3.947 -3.504 0.14
H 3.452 -4.648 -1.411 0.07
H 2.350 -3.203 -1.698 0.05
H 2.424 -3.828 -0.136 0.03
H 5.007 -3.304 -0.119 0.11
H 3.782 -2.001 -0.158 0.06
H 5.642 -1.462 -1.648 0.10
H 4.159 -1.544 -2.515 0.10
C -1.868 -6.940 -2.719 -0.10
C -2.190 -5.711 -1.882 -0.25
C -0.940 -4.910 -1.521 -0.20
C 0.227 -5.648 -1.102 -0.24
N 1.112 -6.266 -0.719 0.19
H -2.722 -7.501 -3.104 0.07
H -1.191 -7.646 -2.239 0.07
H -1.384 -6.648 -3.658 0.08
H -2.682 -5.965 -0.939 0.08
H -2.899 -5.063 -2.398 0.10
H -1.196 -4.151 -0.776 0.09
H -0.701 -4.299 -2.397 0.12
```

Its HOMO energy is -8.251 eV. As for the SMILES: CN(C)P(=O)(N(C)C)N(C)C.CN(C)P(=O)(N(C)C)N(C)C.CN(C)P(=O)(N(C)C)N(C)C.O=C1OCCO1.O=C1OCCO1.O=C1OCCO1.CCCC#N.CCCC#N.CCCC#N.CCCC#N.CCCC#N.CCCC#N. As for the orbital gap: 0.2963 Eh. The value obtained for the molecular weight is 1216.4 g/mol.

The following is a quantum chemistry calculation of 3 unconnected molecules or ions with the total composition C37H54BrClIN4O10PS3, from OMol25.

Geometry as XYZ:
```
112
Properties=species:S:1:pos:R:3:lowdin_charge:R:1
H -4.583 0.614 4.512 0.05
N -4.142 1.208 5.219 0.14
C -3.537 2.172 4.654 -0.43
C -2.853 3.198 5.514 -0.05
C -3.525 2.392 3.154 -0.09
C -3.595 1.105 2.383 -0.12
C -4.712 0.745 1.617 -0.12
C -5.931 1.643 1.566 -0.12
C -5.986 2.638 0.379 -0.15
C -4.767 2.699 -0.516 -0.26
O -3.696 3.325 0.177 -0.05
C -4.719 -0.469 0.920 -0.11
C -5.944 -0.845 0.105 -0.22
N -6.922 -1.672 0.827 0.03
C -3.622 -1.334 0.976 -0.18
C -3.567 -2.634 0.202 -0.14
C -2.717 -2.457 -1.079 -0.29
C -3.544 -1.981 -2.261 -0.62
Br -2.443 -1.969 -3.868 0.63
C -2.539 -0.957 1.757 -0.35
C -2.525 0.232 2.455 -0.24
N -1.365 0.614 3.223 -0.14
P -1.172 -0.108 4.797 0.74
N -0.672 0.853 5.917 -0.26
C -0.154 0.461 2.479 -0.25
C 0.735 1.530 2.437 -0.18
C 0.397 2.768 3.064 -0.11
C 0.142 3.808 3.599 0.14
C 1.942 1.363 1.778 -0.48
Cl 3.002 2.729 1.703 0.86
C 2.304 0.169 1.175 -0.15
C 3.644 0.116 0.492 -0.05
C 4.806 0.343 1.429 -0.47
O 4.811 0.140 2.596 0.19
O 5.948 0.756 0.743 0.06
C 6.362 2.071 0.955 -0.49
C 5.925 3.064 -0.073 -0.01
O 7.071 2.349 1.870 0.17
C 1.394 -0.900 1.196 -0.23
C 1.750 -2.210 0.546 -0.64
I 1.830 -3.763 2.060 0.91
C 0.880 -2.545 -0.674 -0.29
C 0.788 -4.018 -1.051 -0.15
C 0.162 -0.725 1.834 -0.38
S -1.091 -1.996 1.911 1.00
H -2.274 2.702 6.287 0.06
H -2.245 3.874 4.921 0.05
H -3.631 3.784 6.005 0.08
H -2.619 2.926 2.869 0.11
H -4.343 3.063 2.915 0.12
H -6.043 2.163 2.510 0.11
H -6.807 1.003 1.506 0.10
H -6.822 2.381 -0.273 0.11
H -6.183 3.651 0.728 0.12
H -5.030 3.298 -1.394 0.12
H -4.488 1.709 -0.885 0.11
H -2.860 3.023 -0.191 0.09
H -6.461 0.042 -0.243 0.10
H -5.657 -1.398 -0.781 0.09
H -6.531 -2.584 1.027 0.06
H -7.166 -1.237 1.708 0.07
H -3.151 -3.422 0.822 0.10
H -4.573 -2.916 -0.094 0.10
H -2.003 -1.664 -0.875 0.08
H -2.176 -3.363 -1.339 0.10
H -3.830 -0.945 -2.117 0.05
H -4.414 -2.600 -2.448 0.06
H -2.426 -0.687 5.069 0.02
H -0.263 -1.166 4.625 0.01
H -0.524 1.799 5.583 -0.05
H 0.035 4.744 4.089 0.05
H 3.686 0.886 -0.278 0.12
H 3.841 -0.819 -0.018 0.12
H 6.723 3.254 -0.788 0.10
H 5.045 2.768 -0.636 0.06
H 5.700 4.002 0.423 0.09
H 2.762 -2.197 0.186 0.05
H -0.099 -2.099 -0.578 0.05
H 1.367 -2.036 -1.511 0.12
H 0.531 -4.074 -2.110 0.08
H 1.754 -4.503 -0.934 0.04
H 0.002 -4.549 -0.520 0.06
C 4.572 -6.827 -4.928 -0.07
C 3.458 -7.836 -4.743 -0.25
O 3.378 -8.329 -3.385 -0.26
S 2.693 -7.389 -2.303 0.56
C 2.494 -8.600 -1.044 -0.12
O 1.408 -6.986 -2.793 -0.28
O 3.631 -6.402 -1.865 -0.28
H 4.364 -5.903 -4.391 0.07
H 4.681 -6.593 -5.987 0.08
H 5.515 -7.225 -4.554 0.09
H 2.489 -7.427 -5.033 0.11
H 3.637 -8.723 -5.346 0.12
H 1.812 -9.366 -1.400 0.08
H 2.080 -8.088 -0.178 0.08
H 3.468 -9.019 -0.806 0.08
C 1.704 6.270 -4.437 -0.07
C 2.862 5.315 -4.637 -0.25
O 4.146 5.950 -4.435 -0.26
S 4.616 6.192 -2.937 0.57
C 6.303 6.547 -3.283 -0.12
O 4.514 4.954 -2.221 -0.28
O 3.981 7.362 -2.419 -0.27
H 1.615 6.574 -3.396 0.07
H 0.774 5.786 -4.736 0.08
H 1.843 7.170 -5.036 0.09
H 2.786 4.445 -3.984 0.11
H 2.893 4.956 -5.664 0.12
H 6.767 5.664 -3.713 0.08
H 6.772 6.804 -2.335 0.08
H 6.347 7.389 -3.967 0.08
```

Its HOMO energy is -8.262 eV. As for the SMILES: [H]/N=C(/C)Cc1c(CCCO)c(CN)c(CCCBr)c2c1N([PH2]=N)c1c(C#C)c(Cl)c(CC(=O)OC(C)=O)c([C@@H](I)CC)c1S2.CCOS(C)(=O)=O.CCOS(C)(=O)=O. As for the orbital gap: 0.2969 Eh. The value obtained for the molecular weight is 1084.3 g/mol.

The following is a quantum chemistry calculation of a gas-phase ion, C2H4N3O (charge +1), from OMol25.

Geometry as XYZ:
```
10
Properties=species:S:1:pos:R:3:lowdin_charge:R:1
O 2.878 -0.096 -0.043 0.12
N 1.682 0.052 0.065 -0.18
C 0.898 1.102 -0.019 0.03
C -0.438 0.682 -0.001 0.05
N -0.455 -0.660 -0.067 0.06
N 0.754 -1.151 0.038 0.17
H 1.440 2.129 0.154 0.21
H -1.338 1.130 -0.046 0.11
H -1.328 -1.316 -0.077 0.26
H 0.997 -2.058 0.230 0.16
```

As for the relative energy (zero: lowest compared OMol25 entry of this formula, charge and spin): 390.3 kJ/mol. Its HOMO energy (spin up / spin down) is -14.792 / -14.791 eV. The total charge is +1. As for the SMILES: O=[n+]1cc[nH][nH]1. As for the orbital gap (spin up / spin down): 0.3448 / 0.3448 Eh. The value obtained for the molecular weight is 86.1 g/mol.

| no. | strongest force on any atom (eV/A) |
| --- | --- |
| 1 | 2.84 |
| 2 | 1.55 |
| 3 | 5.17 |